The following is a quantum chemistry calculation of 21 unconnected molecules or ions with the total composition C55H157N19O26 at a distorted geometry, from OMol25.

Computed properties:
E, eV: -141125.982
HOMO level, eV: -8.40
Frontier orbital gap, eV: 8.75

Element x y z (Å)
C -0.617 6.567 1.431
C 0.011 5.287 1.045
O -0.850 4.202 1.277
H -1.609 6.801 1.007
H 0.096 7.294 1.232
H -0.744 6.523 2.541
H 0.911 5.060 1.579
H 0.294 5.501 -0.024
H -0.362 3.341 1.052
C 7.089 7.547 -3.195
C 7.220 8.847 -2.513
O 5.915 9.227 -2.095
H 7.164 6.713 -2.505
H 7.972 7.506 -3.798
H 6.202 7.406 -3.806
H 7.536 9.595 -3.179
H 7.751 8.839 -1.540
H 5.819 10.163 -2.150
C -2.178 -5.025 -1.322
C -3.210 -5.033 -0.230
O -2.487 -5.419 0.956
H -2.706 -4.854 -2.244
H -1.573 -5.955 -1.318
H -1.438 -4.179 -1.146
H -3.979 -5.801 -0.413
H -3.724 -4.124 -0.027
H -3.169 -5.467 1.684
C 0.939 2.930 5.058
C 1.345 2.857 3.602
O 2.670 2.213 3.517
H 0.914 1.888 5.368
H -0.058 3.388 5.188
H 1.631 3.454 5.666
H 1.444 3.840 3.172
H 0.626 2.336 3.055
H 2.807 2.138 2.526
C 6.682 4.102 1.129
C 5.496 5.007 1.544
O 4.608 4.211 2.322
H 7.441 4.732 0.627
H 6.362 3.342 0.440
H 7.222 3.629 1.980
H 4.995 5.338 0.652
H 5.849 5.835 2.142
H 5.084 3.974 3.113
C 2.619 7.438 -0.546
C 3.395 6.470 -1.428
O 2.798 5.251 -1.366
H 3.045 8.448 -0.604
H 2.762 7.006 0.504
H 1.538 7.348 -0.762
H 4.482 6.623 -1.103
H 3.339 6.904 -2.500
H 3.371 4.556 -1.713
C -5.956 6.447 -1.427
C -5.305 6.641 -0.080
O -4.046 6.030 0.020
H -6.947 6.862 -1.358
H -6.083 5.403 -1.744
H -5.489 7.025 -2.180
H -5.961 6.139 0.701
H -5.120 7.704 0.158
H -3.977 5.533 0.871
C -1.829 7.427 -9.224
C -1.085 6.168 -8.801
O -1.859 5.449 -7.811
H -2.863 7.219 -9.442
H -1.338 7.939 -10.076
H -1.845 8.176 -8.383
H -0.093 6.490 -8.506
H -1.001 5.426 -9.532
H -2.056 6.036 -7.036
C 3.974 -2.857 -5.630
C 4.868 -1.734 -5.034
O 4.268 -1.056 -3.948
H 3.569 -3.479 -4.830
H 4.553 -3.438 -6.352
H 3.155 -2.284 -6.184
H 5.128 -0.989 -5.767
H 5.815 -2.121 -4.618
H 3.634 -0.369 -4.155
C -4.563 -4.591 3.669
O -4.053 -5.880 3.240
C -3.076 -6.539 4.015
C -3.314 -7.977 3.699
N -3.064 -8.508 2.382
C -1.693 -8.648 2.060
C -1.411 -8.954 0.582
O -1.776 -10.283 0.271
C -1.860 -10.608 -1.104
H -3.810 -3.810 3.677
H -5.030 -4.706 4.576
H -5.338 -4.257 3.034
H -3.138 -6.335 5.086
H -2.092 -6.203 3.691
H -4.366 -8.204 3.975
H -2.618 -8.624 4.313
H -3.324 -7.867 1.704
H -1.225 -9.501 2.506
H -1.114 -7.779 2.245
H -0.374 -8.689 0.309
H -2.035 -8.294 0.019
H -2.544 -9.871 -1.572
H -2.378 -11.600 -1.003
H -0.869 -10.698 -1.608
C -1.046 -0.486 2.981
O -1.118 -0.686 1.585
C -2.466 -0.910 1.210
C -2.384 -1.044 -0.266
N -2.238 0.268 -0.917
C -2.031 0.239 -2.406
C -0.685 -0.195 -2.923
O -0.416 -1.505 -2.419
C 0.972 -1.749 -2.080
H -1.244 -1.473 3.495
H -1.848 0.286 3.286
H -0.036 -0.200 3.287
H -3.050 -0.129 1.624
H -2.785 -1.820 1.674
H -3.323 -1.493 -0.628
H -1.548 -1.656 -0.567
H -1.550 0.789 -0.378
H -2.126 1.235 -2.769
H -2.888 -0.340 -2.697
H 0.036 0.632 -2.620
H -0.628 -0.221 -4.038
H 0.988 -2.098 -0.968
H 1.634 -0.919 -2.350
H 1.334 -2.557 -2.687
C -4.979 -0.959 3.724
O -5.726 -1.375 2.556
C -6.063 -0.288 1.622
C -7.150 0.687 2.129
N -8.375 -0.020 2.526
C -9.226 -0.327 1.361
C -10.217 -1.443 1.674
O -9.499 -2.549 2.299
C -10.426 -3.634 2.491
H -4.014 -0.670 3.360
H -4.939 -1.806 4.379
H -5.538 -0.175 4.326
H -6.456 -0.800 0.758
H -5.142 0.259 1.312
H -7.278 1.395 1.297
H -6.611 1.211 2.945
H -8.094 -0.839 3.038
H -8.665 -0.596 0.440
H -9.783 0.614 1.108
H -10.767 -1.813 0.757
H -10.869 -1.002 2.429
H -11.177 -3.274 3.205
H -9.918 -4.399 3.080
H -10.776 -4.072 1.532
C 6.404 -7.831 1.956
O 5.979 -6.840 1.014
C 5.380 -5.747 1.688
C 5.094 -4.621 0.687
N 4.165 -5.213 -0.243
C 3.938 -4.336 -1.409
C 2.673 -4.813 -2.092
O 2.939 -6.084 -2.603
C 1.807 -6.843 -3.037
H 6.853 -7.443 2.860
H 7.211 -8.488 1.559
H 5.535 -8.404 2.234
H 5.970 -5.388 2.526
H 4.440 -6.131 2.102
H 6.043 -4.264 0.204
H 4.694 -3.751 1.238
H 4.543 -6.079 -0.524
H 4.768 -4.304 -2.108
H 4.002 -3.276 -1.124
H 2.434 -4.160 -2.964
H 1.817 -4.766 -1.369
H 2.195 -7.820 -3.383
H 1.314 -6.433 -3.983
H 1.095 -6.919 -2.163
C 1.783 -3.477 5.822
O 2.994 -2.813 5.596
C 2.763 -1.677 4.831
C 4.000 -1.111 4.190
N 4.424 -1.907 3.098
C 5.541 -1.295 2.425
C 5.240 0.096 1.748
O 4.471 -0.043 0.574
C 5.251 -0.534 -0.462
H 1.953 -4.455 6.236
H 1.296 -3.582 4.862
H 1.087 -2.976 6.471
H 2.352 -0.951 5.544
H 1.960 -1.885 4.109
H 4.796 -1.154 4.921
H 3.776 -0.057 3.968
H 3.691 -2.053 2.446
H 6.054 -1.935 1.793
H 6.305 -1.027 3.197
H 6.145 0.677 1.546
H 4.759 0.694 2.459
H 5.667 -1.497 -0.165
H 6.063 0.217 -0.607
H 4.651 -0.787 -1.356
C 5.098 3.187 -2.954
O 4.161 3.050 -2.123
N 6.123 4.085 -2.623
N 5.006 2.536 -4.188
H 6.175 4.293 -1.612
H 7.043 3.834 -2.934
H 4.165 1.972 -4.382
H 5.682 2.609 -4.980
C -2.170 4.078 -3.040
O -1.124 3.684 -3.583
N -3.351 4.156 -3.706
N -2.194 4.404 -1.711
H -4.035 4.789 -3.386
H -3.185 3.901 -4.642
H -1.225 4.645 -1.377
H -2.952 4.881 -1.179
C -4.070 3.963 3.120
O -4.351 4.982 2.454
N -4.984 3.574 4.052
N -3.076 3.102 2.864
H -5.874 3.983 3.915
H -5.031 2.597 4.268
H -2.327 3.578 2.348
H -2.719 2.666 3.724
C 1.683 1.975 -4.424
O 2.657 1.239 -4.795
N 1.563 2.414 -3.185
N 0.603 2.260 -5.267
H 0.848 3.063 -3.092
H 2.419 2.643 -2.705
H 0.484 1.843 -6.198
H -0.152 2.701 -4.756
C 1.163 -3.824 1.379
O 1.996 -2.999 1.041
N -0.091 -3.550 1.821
N 1.491 -5.152 1.435
H -0.312 -2.575 1.701
H -0.892 -4.134 1.639
H 2.317 -5.337 0.877
H 0.787 -5.846 1.547
C 1.416 1.418 0.348
O 0.259 1.860 0.373
N 2.529 2.282 0.189
N 1.654 0.157 0.614
H 3.448 1.856 -0.103
H 2.378 3.281 -0.111
H 2.596 -0.137 0.466
H 0.945 -0.530 0.568
C -5.547 2.068 -1.006
O -6.530 2.795 -1.122
N -5.313 0.999 -1.790
N -4.623 2.314 0.019
H -5.824 0.965 -2.640
H -4.378 0.558 -1.666
H -4.562 3.280 0.292
H -3.762 1.782 -0.144